Record 1
Molecular formula: C35H32BiBrN6O8S
Method: DFT, the ωB97M-V functional and the def2-TZVPD basis

Calculated values
**Orbital gap**: 7.33 eV

XYZ file:
```
84
Properties=species:S:1:pos:R:3:mulliken_charge:R:1
Bi -0.173 0.824 0.307 2.7817
O 4.345 0.587 3.869 -0.6611
C 3.289 0.360 4.673 0.4750
C 3.554 0.079 6.014 -0.6995
C 2.519 -0.153 6.895 -0.3087
C 1.194 -0.112 6.466 -0.9727
C 0.929 0.165 5.142 -0.5399
C 1.958 0.403 4.226 0.2898
C 1.603 0.678 2.818 0.9812
O 0.351 0.724 2.509 -0.8396
N 2.586 0.849 1.969 -1.0299
N 2.150 1.056 0.670 0.5541
C 3.082 1.283 -0.186 -0.7510
C 2.937 1.508 -1.606 1.0878
C 4.102 1.899 -2.292 -0.8736
C 4.098 2.162 -3.639 -0.8186
C 2.895 2.030 -4.342 -0.5287
C 1.742 1.637 -3.705 -0.8086
C 1.728 1.355 -2.325 0.3336
O 0.605 0.950 -1.777 -0.5814
H 3.999 0.742 2.961 0.5926
H 4.586 0.054 6.334 0.4293
H 2.744 -0.367 7.932 0.3829
H 0.385 -0.288 7.160 0.4259
H -0.089 0.219 4.784 0.4726
H 4.097 1.322 0.213 0.2361
H 5.021 1.996 -1.724 0.4078
H 5.003 2.463 -4.146 0.4067
H 2.869 2.238 -5.404 0.4108
H 0.808 1.532 -4.242 0.5054
N -3.558 4.380 2.869 -0.2092
C -2.713 5.358 2.489 0.2389
O -2.791 6.512 2.869 -0.6562
C -1.596 4.954 1.559 -0.2506
C -0.946 5.925 0.811 -0.3958
C 0.085 5.554 -0.036 -0.8774
C 0.434 4.218 -0.119 -0.3627
N -0.185 3.286 0.604 -0.0544
C -1.170 3.643 1.433 0.0556
H -4.305 4.639 3.491 0.2104
H -3.567 3.437 2.486 0.2866
H -1.252 6.956 0.921 0.4966
H 0.611 6.284 -0.633 0.4436
H 1.214 3.875 -0.787 0.3997
H -1.630 2.846 1.998 0.5354
C -0.190 -3.604 -6.347 -1.4494
C -0.780 -3.462 -4.972 1.0310
C -1.546 -4.481 -4.411 -0.8779
C -2.103 -4.347 -3.150 -0.7907
C -1.887 -3.176 -2.442 0.3744
C -1.118 -2.151 -2.971 -0.0633
C -0.573 -2.298 -4.236 -1.0137
S -2.560 -2.999 -0.802 1.0640
O -2.939 -4.357 -0.353 -0.8241
O 0.747 -4.494 -0.667 -0.1526
N -4.010 -2.215 -1.198 -0.3504
C -3.929 -0.789 -0.875 -0.4183
C -4.081 -0.457 0.604 -0.0654
C -3.624 0.959 0.947 0.1695
O -4.248 1.666 1.729 -0.7765
O -2.538 1.308 0.344 -0.7949
H -0.279 -4.626 -6.710 0.3753
H 0.865 -3.332 -6.353 0.3452
H -0.700 -2.952 -7.056 0.3119
H -1.702 -5.397 -4.969 0.3247
H -2.681 -5.140 -2.695 0.5199
H -0.930 -1.246 -2.406 0.0954
H 0.034 -1.501 -4.652 0.5169
H -4.747 -2.709 -0.705 0.3592
H -4.677 -0.259 -1.468 0.4205
H -2.963 -0.432 -1.239 -0.1082
H -3.449 -1.133 1.195 0.1263
H -5.109 -0.608 0.941 0.4385
Br 0.305 -6.538 0.993 -0.1145
C 0.421 -4.706 0.620 -0.0842
C 0.128 -3.793 1.554 -0.5901
C -0.002 -2.372 1.312 -0.0499
N 0.543 -1.650 0.406 0.6166
C 1.488 -2.185 -0.491 -0.2541
C 1.589 -3.422 -0.947 -0.8403
H -0.179 -4.155 2.524 0.3723
H -0.656 -1.844 2.006 0.4245
H 2.190 -1.465 -0.891 0.0740
H 2.341 -3.700 -1.671 0.4382
```

---

Record 2
Molecular formula: C6H14NO2S
Method: DFT, the ωB97M-V functional and the def2-TZVPD basis

Calculated values
**Orbital gap (spin up / spin down)**: 8.00 / 8.00 eV
**Charge**: +1

XYZ file:
```
24
Properties=species:S:1:pos:R:3:mulliken_charge:R:1
C 0.407 0.550 1.050 0.0735
C -2.089 0.643 0.620 -0.9245
C -0.686 2.146 -0.600 -0.7802
C 3.596 -0.785 0.634 -0.2473
C -0.535 -0.295 -1.100 -0.3635
C -0.674 -1.751 -0.614 -0.4698
N -0.772 0.813 0.034 0.0744
O 1.446 1.105 0.868 -0.4223
O 0.355 -1.977 0.355 -0.3543
S 3.052 0.006 -0.663 -0.1500
H -2.754 0.754 -0.261 0.3886
H -2.287 -0.398 0.856 0.3294
H -2.255 1.267 1.506 0.3624
H -1.091 3.023 0.075 0.3363
H 0.431 2.402 -0.817 0.3014
H -1.368 2.081 -1.416 0.4101
H 3.154 -1.033 1.581 0.2575
H 4.642 -1.086 0.481 0.2751
H -1.355 -0.216 -1.952 0.3543
H 0.539 0.013 -1.310 0.1463
H -1.712 -1.927 -0.153 0.3210
H -0.457 -2.303 -1.518 0.3825
H 0.437 -2.869 0.572 0.2672
H -0.025 -0.160 1.773 0.4317
```

---

Record 3
Molecular formula: C4H12NO
Method: DFT, the ωB97M-V functional and the def2-TZVPD basis

Calculated values
**Orbital gap (spin up / spin down)**: 5.68 / 10.46 eV
**2S+1**: 2

XYZ file:
```
18
Properties=species:S:1:pos:R:3:mulliken_charge:R:1
C -0.575 1.080 0.760 -1.2961
C -0.753 -0.417 0.915 0.5728
C -0.179 -0.947 2.216 -1.4283
O -0.141 -1.155 -0.221 -0.5419
H -1.200 1.480 -0.035 0.2906
H 0.482 1.302 0.534 0.3248
H -0.845 1.597 1.683 0.4161
H -1.807 -0.706 0.812 0.1721
H -0.728 -0.476 3.039 0.3914
H 0.879 -0.689 2.292 0.4011
H -0.293 -2.027 2.312 0.3775
H 0.721 -1.426 0.125 0.3890
C 1.277 0.371 -2.768 -0.7374
N 0.045 0.377 -2.218 -0.5137
H 1.665 1.239 -3.292 0.2634
H 1.913 -0.493 -2.644 0.2758
H -0.045 -0.380 -1.339 0.4351
H -0.417 1.271 -2.171 0.2077
```

---

How do the records compare in relative energy (zero: lowest compared OMol25 entry of this formula, charge and spin)? In the order shown, they have 2.643, 3.289, 0.933 eV.